[1]
{"formula": "C6H8N2O3", "method": "ωB97M-V with the def2-TZVPD basis set", "e_above_lowest_kj_mol": 432.1, "orbital_gap_ev": 8.68, "spin_multiplicity": 1, "charge": 0, "elements": ["C", "C", "C", "C", "C", "C", "N", "N", "O", "O", "O", "H", "H", "H", "H", "H", "H", "H", "H"], "positions_angstrom": [[0.66844, -1.86960, -0.07895], [-0.62033, -2.11615, 0.04503], [0.38578, 0.52056, -0.10407], [-1.09779, 0.17651, -0.14852], [2.67528, -0.42957, -0.15458], [-1.75192, 2.41965, 0.22976], [1.22311, -0.63928, -0.04052], [-1.56538, -1.03477, 0.01032], [-2.80656, -1.25451, 0.13678], [0.82539, 1.65409, -0.19220], [-2.04616, 1.10876, -0.26710], [1.20313, -2.81195, -0.12251], [-0.96449, -3.06755, 0.07434], [2.99872, 0.49934, 0.09607], [3.05335, -0.94828, 0.74231], [3.17670, -0.80221, -1.19303], [-2.67728, 2.97116, 0.35057], [-1.45772, 3.08813, -0.58309], [-1.22226, 2.53565, 1.19939]], "atomic_forces_ev_per_a": [[0.3, -1.2, 0.6], [-0.7, 3.4, -0.6], [-0.8, -1.1, -0.7], [1.5, 1.5, 0.4], [0.4, -4.2, -1.0], [-1.0, 1.8, -0.3], [0.1, 2.4, -1.0], [0.3, -1.5, 0.5], [0.2, -0.4, -0.2], [-0.1, -0.9, 0.2], [0.6, 0.6, 0.6], [1.0, 0.6, 0.0], [-1.5, -2.4, 0.1], [0.1, 3.2, -0.1], [0.4, -0.7, -0.8], [-1.4, 0.8, 2.6], [-1.0, -0.9, 0.7], [1.5, -0.5, 0.1], [0.1, -0.6, -1.0]], "mulliken_charge": [-0.06, -0.70, 0.64, 0.25, -1.11, -0.83, 0.06, 0.62, -0.72, -0.62, -0.39, 0.33, 0.48, 0.40, 0.41, 0.25, 0.32, 0.33, 0.32]}

---

[2]
{"formula": "C6H4OS", "method": "ωB97M-V with the def2-TZVPD basis set", "e_above_lowest_kj_mol": 128.3, "orbital_gap_ev": 8.15, "spin_multiplicity": 1, "charge": 0, "elements": ["C", "C", "C", "C", "C", "C", "O", "S", "H", "H", "H", "H"], "positions_angstrom": [[-0.47049, -0.35246, -1.31176], [0.38513, -1.21074, -0.72709], [-0.95048, 0.80651, -0.67554], [0.99049, -0.99490, 0.50957], [-0.42752, 1.24894, 0.44783], [0.65399, 0.01905, 1.24777], [-0.51042, 2.08286, 1.46371], [0.43874, 1.13899, 2.55392], [-0.82022, -0.31988, -2.35602], [0.67032, -2.25841, -0.99533], [-1.62758, 1.53509, -1.18166], [1.66804, -1.69504, 1.02461]], "atomic_forces_ev_per_a": [[-0.6, 0.4, -1.4], [0.9, -2.5, -0.7], [-1.2, 3.2, -0.9], [1.5, -1.8, 2.2], [4.1, -6.3, 2.8], [-4.5, 7.1, -1.5], [-0.1, 1.0, 1.4], [0.2, 0.1, -0.3], [0.2, -1.2, 0.5], [-0.5, 1.3, -1.2], [0.3, -1.0, 0.0], [-0.3, -0.3, -0.9]], "mulliken_charge": [-0.26, -0.22, -0.55, -0.07, 0.40, -0.07, -0.39, 0.02, 0.29, 0.25, 0.29, 0.31]}

---

[3]
{"formula": "C4H15NO2S", "method": "ωB97M-V with the def2-TZVPD basis set", "e_above_lowest_kj_mol": 581.4, "orbital_gap_ev": [6.65, 4.38], "spin_multiplicity": 2, "charge": 1, "elements": ["C", "N", "C", "C", "S", "C", "H", "H", "H", "H", "H", "H", "H", "H", "H", "H", "H", "H", "H", "O", "H", "H", "O"], "positions_angstrom": [[-1.47154, -1.21679, -1.12887], [-0.64031, -2.39791, -1.45897], [2.19935, 2.37071, 0.03575], [2.22774, 1.07639, 0.32233], [-1.41546, 2.28710, -0.29137], [-1.71387, -1.18183, 0.35112], [-2.39861, -1.25684, -1.75885], [-1.00695, -0.26574, -1.48186], [0.36252, -2.37311, -1.07497], [3.04985, 2.95720, -0.31812], [1.24050, 2.91664, 0.15465], [1.20095, 0.76397, 0.61247], [3.02319, 0.28627, 0.31988], [-0.54054, 1.83227, -1.21663], [-2.50189, -0.42853, 0.66850], [-0.76881, -0.96115, 0.89072], [-1.94736, -2.23049, 0.58510], [1.81433, -2.46124, 0.41421], [-0.44840, -2.32504, -2.45508], [1.31713, -1.72539, 0.03784], [-0.79921, 1.67360, 1.51885], [-0.26664, 1.62358, 2.99941], [-0.51597, 1.03634, 2.27390]], "atomic_forces_ev_per_a": [[-1.0, -1.3, 0.0], [1.2, 3.9, -1.7], [0.5, 0.5, -0.3], [-1.5, -0.7, 0.2], [-0.4, 0.2, -0.9], [0.0, 0.2, 0.8], [0.6, -0.1, 0.5], [0.6, -0.6, -0.3], [-1.0, -0.7, 1.2], [-0.2, -0.2, 0.2], [0.8, -0.4, -0.1], [1.1, -0.5, 0.1], [-0.5, 1.4, -0.1], [0.0, 0.2, 0.2], [0.9, -1.2, -0.4], [-0.6, 0.2, -0.2], [-0.6, 0.6, 0.5], [0.6, -0.5, 0.5], [-0.7, -1.1, -0.7], [0.0, 0.3, -0.2], [0.9, -1.4, 2.0], [0.0, -0.1, 0.0], [-0.6, 1.3, -1.3]], "mulliken_charge": [0.02, -0.18, -0.49, -0.18, -0.17, -1.05, 0.37, 0.09, 0.34, 0.26, 0.15, 0.12, 0.21, 0.20, 0.30, 0.31, 0.38, 0.33, 0.38, -0.34, 0.23, 0.30, -0.57]}

---

[4]
{"formula": "CHCl2NO", "method": "ωB97M-V with the def2-TZVPD basis set", "e_above_lowest_kj_mol": 173.4, "orbital_gap_ev": 10.84, "spin_multiplicity": 1, "smiles": "Cl[C@@H]1ON1Cl", "charge": 0, "elements": ["Cl", "C", "O", "N", "Cl", "H"], "positions_angstrom": [[-2.12988, 0.54795, -0.41473], [-0.58239, -0.08264, 0.05648], [0.16622, 0.36627, 1.07277], [0.86505, 0.73897, -0.06831], [2.19217, -0.41555, -0.38607], [-0.51116, -1.15499, -0.26015]], "atomic_forces_ev_per_a": [[0.7, 0.4, 0.5], [2.3, -0.4, -1.9], [-0.7, -0.2, 2.3], [-2.1, -0.9, -1.7], [-0.4, 0.1, 0.2], [0.3, 1.1, 0.5]], "mulliken_charge": [-0.12, 0.21, -0.18, -0.09, -0.11, 0.28]}